1.
79
Properties=species:S:1:pos:R:3:forces:R:3 method="wB97M-V/def2-TZVPD" energy_ha=-6143.47750 homo_lumo_gap_ev=5.7747 charge=-2 relative_energy_kcal_mol=0.0 multiplicity=1 homo_ev=-1.981
Rb -0.449 0.123 1.532 0.6 0.1 0.2
N -2.660 2.371 4.097 0.1 0.0 0.0
C -1.430 2.415 4.695 0.1 0.0 0.0
N -0.358 1.847 4.237 -0.2 0.0 0.0
C 0.720 2.047 5.080 0.0 0.0 0.0
C 0.451 2.769 6.199 0.0 0.0 0.0
S -1.213 3.228 6.227 0.0 0.0 0.0
C 2.056 1.525 4.723 0.0 0.0 -0.1
C 3.134 1.664 5.540 0.0 0.0 0.0
S 4.528 0.999 4.755 0.1 0.0 0.1
C 3.524 0.564 3.330 -0.2 0.0 -0.1
N 2.247 0.911 3.513 0.3 0.0 -0.1
N 4.028 -0.033 2.267 -0.2 0.1 0.2
H -2.633 2.183 3.094 0.0 0.0 0.0
H -3.278 3.130 4.328 0.0 0.0 0.0
H 1.134 3.066 6.978 -0.1 0.0 0.0
H 3.179 2.114 6.519 0.0 0.0 0.0
H 5.014 -0.225 2.387 0.0 0.0 0.0
H 2.963 -1.145 1.404 -0.1 0.1 0.1
C -5.997 1.444 -4.364 0.0 0.0 0.0
C -5.068 1.792 -3.229 0.0 0.0 0.0
C -4.105 0.889 -2.787 0.0 0.0 0.0
C -3.242 1.216 -1.751 0.0 0.0 0.0
C -3.341 2.458 -1.140 0.1 0.0 0.0
C -4.294 3.369 -1.566 0.0 0.1 0.0
C -5.151 3.035 -2.604 0.0 0.0 0.0
S -2.209 2.860 0.186 0.0 -0.2 -0.3
O -2.438 4.262 0.474 0.0 0.1 0.0
O -2.567 1.916 1.243 -0.3 0.3 0.0
N -0.788 2.452 -0.284 -0.1 0.2 0.0
C -0.075 3.116 -1.247 -0.1 0.1 0.0
C -0.552 4.081 -2.125 0.0 -0.1 0.1
C 0.276 4.661 -3.104 0.0 0.0 0.0
C 1.591 4.316 -3.229 0.0 0.0 0.0
C 2.136 3.357 -2.341 -0.1 -0.1 0.1
C 3.497 2.978 -2.372 0.0 0.0 0.0
C 3.970 2.083 -1.459 0.0 0.0 0.0
C 3.077 1.541 -0.507 -0.1 0.0 0.0
N 1.804 1.844 -0.467 0.0 0.0 0.0
C 1.319 2.750 -1.355 0.1 0.0 -0.1
H -5.841 0.417 -4.696 0.0 0.0 0.0
H -5.835 2.102 -5.222 0.0 0.0 0.0
H -7.043 1.548 -4.065 0.0 0.0 0.0
H -4.024 -0.084 -3.258 0.0 0.0 0.0
H -2.491 0.509 -1.418 0.0 0.0 0.0
H -4.345 4.337 -1.081 0.0 0.0 0.0
H -5.896 3.752 -2.936 0.0 0.0 0.0
H -1.579 4.410 -2.049 0.0 0.0 0.0
H -0.154 5.405 -3.768 0.0 0.0 0.0
H 2.229 4.766 -3.982 0.0 0.0 0.0
H 4.146 3.420 -3.121 0.0 0.0 0.0
H 5.011 1.781 -1.442 0.0 0.0 0.0
H 3.439 0.856 0.257 0.0 0.0 0.0
O 0.702 -2.728 2.473 0.1 -0.2 0.0
Se -0.743 -3.195 1.545 0.1 0.3 0.1
O -0.835 -4.801 1.514 0.0 -0.2 0.0
O -1.866 -2.462 2.434 -0.2 0.1 0.2
O -0.534 -2.462 0.119 0.0 -0.2 -0.3
S 2.537 -6.265 -0.419 0.0 0.1 -0.1
C 2.395 -4.569 0.128 -0.1 -0.1 0.3
C 2.534 -3.497 -0.816 -0.1 -0.1 -0.1
C 2.596 -2.248 -0.303 0.0 0.2 0.0
N 2.476 -1.978 1.018 0.0 -0.3 -0.1
C 2.070 -2.958 1.974 -0.2 -0.1 -0.3
C 2.228 -4.347 1.445 0.1 0.1 -0.1
C 1.111 -6.363 -1.488 0.1 0.0 -0.1
C -0.166 -6.491 -0.963 -0.1 0.0 -0.1
C -1.233 -6.600 -1.847 0.1 0.0 0.0
N -1.108 -6.604 -3.174 0.0 0.0 0.0
C 0.125 -6.464 -3.664 -0.1 0.0 0.1
C 1.255 -6.337 -2.871 0.0 -0.1 0.0
H 2.614 -3.677 -1.877 0.0 0.0 0.0
H 2.782 -1.383 -0.929 0.0 0.0 0.0
H 2.631 -2.789 2.891 0.1 0.0 0.1
H 2.144 -5.172 2.139 0.0 0.0 0.0
H -0.334 -6.449 0.102 0.0 0.0 0.1
H -2.243 -6.679 -1.458 0.0 0.0 0.0
H 0.214 -6.448 -4.746 0.0 0.0 0.0
H 2.233 -6.224 -3.321 0.0 0.0 0.0

2.
76
Properties=species:S:1:pos:R:3:forces:R:3 method="wB97M-V/def2-TZVPD" energy_ha=-2628.44887 homo_lumo_gap_ev="6.3343 / 7.0946" charge=+1 relative_energy_kcal_mol=2.7 multiplicity=3 homo_ev="-9.790 / -10.611" s_squared=2.022
W -0.177 -0.556 -0.493 -0.2 0.3 0.2
O -4.045 -4.306 0.867 0.0 0.0 0.0
C -2.977 -5.030 0.494 0.0 0.0 0.0
C -3.048 -6.412 0.670 0.0 0.0 0.0
C -1.990 -7.217 0.310 0.0 0.0 0.0
C -0.828 -6.670 -0.238 0.0 0.0 0.0
C -0.749 -5.308 -0.414 0.0 0.0 0.0
C -1.810 -4.465 -0.054 0.0 0.0 0.0
C -1.652 -3.022 -0.242 0.0 0.1 0.0
O -0.529 -2.574 -0.734 0.0 -0.1 0.0
N -2.623 -2.212 0.093 -0.1 0.0 0.0
N -2.269 -0.880 -0.099 0.0 -0.2 -0.1
C -3.185 -0.015 0.177 0.0 0.0 0.0
C -3.004 1.405 0.059 -0.1 0.1 0.1
C -3.952 2.274 0.618 0.0 0.0 0.0
C -3.802 3.638 0.512 0.0 0.0 0.0
C -2.701 4.151 -0.175 0.0 0.0 0.0
C -1.764 3.313 -0.751 0.0 0.1 0.0
C -1.905 1.929 -0.644 0.0 -0.1 0.0
O -1.054 1.117 -1.261 0.0 0.1 0.0
H -3.866 -3.365 0.664 0.0 0.0 0.0
H -3.955 -6.825 1.091 0.0 0.0 0.0
H -2.065 -8.287 0.452 0.0 0.0 0.0
H -0.004 -7.308 -0.522 0.0 0.0 0.0
H 0.137 -4.857 -0.841 0.0 0.0 0.0
H -4.139 -0.403 0.525 0.0 0.0 0.0
H -4.805 1.855 1.139 0.0 0.0 0.0
H -4.530 4.306 0.951 0.0 0.0 0.0
H -2.580 5.223 -0.262 0.0 0.0 0.0
H -0.911 3.711 -1.284 0.0 0.0 0.0
N -0.099 -1.952 3.624 0.0 0.1 0.0
C -0.822 -1.350 2.679 0.0 -0.1 0.0
N -0.082 -1.257 1.595 0.1 0.0 -0.1
C 1.107 -1.831 1.947 0.0 0.0 0.1
N 1.132 -2.259 3.180 0.0 -0.1 0.0
C 2.180 -1.914 0.962 0.0 0.0 -0.1
C 3.430 -2.454 1.221 0.0 0.0 0.1
N 4.375 -2.500 0.292 0.0 0.0 -0.1
C 4.071 -2.007 -0.902 0.0 0.0 0.1
C 2.825 -1.465 -1.183 -0.1 0.0 -0.1
N 1.883 -1.417 -0.248 0.1 -0.1 0.1
H -0.369 -2.185 4.567 0.0 0.0 0.0
H -1.837 -1.008 2.799 0.0 0.0 0.0
H 3.659 -2.853 2.201 0.0 0.0 0.0
H 4.838 -2.042 -1.665 0.0 0.0 0.0
H 2.566 -1.070 -2.154 0.0 0.0 0.0
F 5.175 6.061 4.109 0.0 0.0 0.0
C 3.961 6.354 3.624 0.0 0.0 0.0
F 4.105 7.393 2.780 0.0 0.0 0.0
F 3.212 6.793 4.653 0.0 0.0 0.0
C 3.316 5.179 2.943 0.0 0.0 0.0
C 2.082 5.363 2.331 0.0 0.0 0.0
C 1.461 4.301 1.703 0.0 0.0 0.0
C 2.068 3.041 1.681 0.0 0.0 0.0
C 3.304 2.871 2.303 0.0 0.0 0.0
C 3.927 3.937 2.932 0.0 0.0 0.0
C 1.426 1.945 1.018 0.0 -0.1 0.1
C 0.868 1.021 0.458 0.1 0.0 -0.2
H 1.613 6.338 2.346 0.0 0.0 0.0
H 0.499 4.430 1.225 0.0 0.0 0.0
H 3.778 1.898 2.288 0.0 0.0 0.0
H 4.887 3.801 3.411 0.0 0.0 0.0
C 0.418 -0.723 -5.216 0.0 0.0 0.0
P -0.164 0.173 -3.777 0.0 0.0 -0.1
C -1.937 0.351 -3.985 0.0 0.0 0.0
C 0.617 1.783 -3.798 0.0 0.0 0.0
O 0.243 -0.651 -2.550 0.1 0.0 0.0
H 0.202 -0.166 -6.128 0.0 0.0 0.0
H -0.078 -1.692 -5.260 0.0 0.0 0.0
H 1.494 -0.879 -5.139 0.0 0.0 0.0
H -2.162 0.534 -5.036 0.0 0.0 0.0
H -2.317 1.167 -3.376 0.0 0.0 0.0
H -2.416 -0.580 -3.678 0.0 0.0 0.0
H 0.259 2.369 -4.645 0.0 0.0 0.0
H 1.696 1.657 -3.880 0.0 0.0 0.0
H 0.383 2.289 -2.863 0.0 0.0 0.0

3.
77
Properties=species:S:1:pos:R:3:forces:R:3 method="wB97M-V/def2-TZVPD" energy_ha=-2948.86636 homo_lumo_gap_ev=4.7007 charge=+2 multiplicity=1 homo_ev=-12.950
Mo -0.253 0.273 0.219 -1.0 -0.1 -0.8
O 4.806 -1.684 -0.774 0.0 0.0 0.0
C 3.994 -2.677 -1.152 0.0 0.0 0.0
C 4.517 -3.644 -2.015 0.0 0.0 0.0
C 3.723 -4.685 -2.437 0.0 0.0 0.0
C 2.389 -4.800 -2.022 0.0 0.0 0.0
C 1.862 -3.848 -1.188 0.0 0.0 0.0
C 2.646 -2.766 -0.743 0.0 0.1 0.0
C 2.093 -1.735 0.112 0.1 -0.1 0.2
O 2.755 -0.863 0.672 -0.1 -0.1 -0.1
N 0.659 -1.781 0.292 0.1 0.3 0.0
N 0.327 -1.171 1.450 0.1 -0.1 0.0
C 0.732 -1.344 2.654 0.0 0.0 0.0
C 0.472 -0.346 3.646 0.0 0.0 0.0
C 0.714 -0.591 5.007 0.0 0.0 0.0
C 0.502 0.399 5.938 0.0 0.0 0.0
C 0.054 1.654 5.518 0.0 0.0 0.0
C -0.178 1.921 4.182 0.0 -0.1 0.0
C 0.034 0.924 3.229 0.0 0.0 0.0
O -0.170 1.226 1.937 0.0 -0.1 0.1
H 4.338 -1.134 -0.121 0.0 0.0 0.1
H 5.550 -3.555 -2.321 0.0 0.0 0.0
H 4.143 -5.434 -3.096 0.0 0.0 0.0
H 1.787 -5.635 -2.351 0.0 0.0 0.0
H 0.836 -3.915 -0.851 0.0 0.0 0.0
H 1.295 -2.244 2.883 0.0 0.0 0.0
H 1.069 -1.568 5.311 0.0 0.0 0.0
H 0.683 0.211 6.986 0.0 0.0 0.0
H -0.114 2.432 6.251 0.0 0.0 0.0
H -0.530 2.892 3.856 0.0 0.0 0.0
C 2.261 5.555 1.879 0.0 0.0 0.0
C 0.951 5.093 1.367 0.0 0.0 0.0
N -0.138 5.787 1.321 0.0 0.0 0.1
N -1.057 4.950 0.764 0.0 0.0 0.0
C -0.568 3.755 0.452 -0.1 0.0 0.1
S -1.471 2.494 -0.260 0.2 0.0 -0.1
N 0.728 3.828 0.839 0.0 0.0 0.0
N 1.642 2.796 0.682 0.0 0.1 -0.1
H 2.113 6.472 2.443 0.0 0.0 0.0
H 2.946 5.762 1.054 0.0 0.0 0.0
H 2.719 4.808 2.527 0.0 0.0 0.0
H -2.004 5.263 0.628 0.0 0.0 0.0
H 2.013 2.525 1.584 0.0 0.0 0.0
H 2.388 3.088 0.062 0.1 0.0 0.0
S -6.565 -2.655 -2.819 -0.1 0.0 0.0
N -5.262 -2.043 -3.510 -0.1 -0.1 0.0
C -4.463 -1.638 -2.524 0.0 0.0 0.0
C -3.184 -1.027 -2.704 0.1 0.0 0.0
C -2.551 -0.779 -3.966 0.0 0.0 0.0
C -1.392 -0.095 -3.980 0.0 0.0 0.0
C -0.783 0.446 -2.738 -0.1 -0.1 -0.1
N -1.281 -0.152 -1.519 0.4 0.2 0.7
C -2.504 -0.696 -1.533 0.0 -0.1 0.0
C -3.030 -0.936 -0.237 0.1 0.0 0.0
N -2.213 -0.530 0.758 0.3 0.0 0.0
C -2.649 -0.692 2.019 -0.1 0.0 0.0
C -3.887 -1.240 2.306 0.1 0.0 0.0
C -4.723 -1.658 1.280 0.0 0.0 0.0
C -4.286 -1.505 -0.027 0.0 0.0 0.0
C -5.012 -1.872 -1.226 0.1 0.0 0.0
N -6.202 -2.440 -1.263 0.0 -0.1 -0.1
H -3.026 -1.120 -4.875 0.0 0.0 0.0
H -0.915 0.157 -4.920 0.0 0.0 0.0
H -1.090 1.507 -2.693 0.1 0.0 -0.1
H -1.992 -0.375 2.814 0.0 0.0 0.0
H -4.183 -1.338 3.341 0.0 0.0 0.0
H -5.694 -2.091 1.483 0.0 0.0 0.0
C 1.343 -0.868 -3.015 0.0 0.0 -0.1
C 0.758 0.463 -2.586 0.1 0.1 0.1
C 1.406 1.640 -3.291 0.0 0.0 -0.1
O 0.924 0.659 -1.176 0.0 -0.1 0.1
H 1.184 -1.006 -4.087 0.0 0.0 0.0
H 0.868 -1.694 -2.484 0.0 0.0 0.0
H 2.415 -0.896 -2.828 0.0 0.0 0.0
H 2.463 1.677 -3.030 0.0 0.0 0.0
H 0.932 2.580 -3.005 0.0 0.0 0.0
H 1.339 1.529 -4.375 0.0 0.0 0.0